Entry 1:
Formula: C54H39AsN6O10S3W
Source: OMol25
Level of theory: the ωB97M-V functional and the def2-TZVPD basis

Atoms and positions in Å:
W1 0.0264 -0.1791 0.3191
O1 3.2583 2.6349 0.5492
C1 2.4716 1.7487 0.9050
O2 1.3369 1.4067 0.3544
C2 2.7963 1.0229 2.2248
C3 3.3619 1.6656 3.3175
C4 3.5582 0.8918 4.4502
C5 3.0817 -0.3933 4.6137
C6 2.4193 -0.9857 3.5321
C7 2.2091 -0.2709 2.3476
O3 1.4963 -0.9044 1.4018
N1 1.7876 -2.2986 3.5669
O4 0.5617 -2.5384 3.4144
O5 2.6211 -3.1942 3.8193
N2 4.1848 1.5063 5.6553
O6 4.3944 2.7129 5.6834
O7 4.4405 0.7596 6.6057
H1 3.6530 2.7110 3.3535
H2 3.2584 -0.8804 5.5621
C8 -1.0702 0.9562 -1.2408
C9 -0.4223 1.3366 -2.5259
C10 -0.5316 0.6527 -3.7612
C11 0.0578 1.1216 -4.9249
C12 0.8229 2.2675 -4.8289
C13 1.0353 2.9219 -3.6213
C14 0.4473 2.4161 -2.4972
C15 1.3104 2.7909 -6.0819
N3 1.6896 3.1183 -7.1376
H3 -1.7515 0.0763 -1.3605
H4 -1.6208 1.8335 -0.8927
H5 -1.1730 -0.2230 -3.8119
H6 -0.0633 0.5707 -5.8667
H7 1.6771 3.8026 -3.6155
H8 0.6049 3.0091 -1.6037
N4 -3.9021 -4.5408 -5.0817
C16 -3.2618 -4.1301 -3.9566
C17 -2.1847 -3.1959 -3.9758
C18 -1.4965 -2.8807 -2.8335
C19 -1.8392 -3.4975 -1.6277
C20 -2.9076 -4.3798 -1.5987
C21 -3.6062 -4.7016 -2.7423
S1 -0.6567 -3.4062 -0.3189
O8 -0.8334 -4.5720 0.5149
O9 0.5927 -3.1935 -0.9939
N5 -0.9548 -2.0224 0.5493
C22 -1.9584 -2.1235 1.4738
S2 -2.3533 -3.5655 2.3547
C23 -3.6595 -2.6610 3.1220
C24 -3.6891 -1.4185 2.6243
N6 -2.7194 -1.1059 1.7185
H9 -3.6953 -4.1002 -5.9344
H10 -4.8473 -4.8509 -4.8893
H11 -1.9834 -2.6767 -4.9362
H12 -0.6460 -2.2052 -2.8343
H13 -3.1284 -4.8672 -0.6553
H14 -4.3726 -5.4645 -2.6873
H15 -4.2371 -3.0873 3.9436
H16 -4.3857 -0.6515 2.9641
O10 1.4770 -0.8648 -1.1480
S3 2.7887 -0.2314 -1.5770
C25 2.9448 -0.9700 -3.1715
C26 3.4710 -0.3036 -4.2871
C27 3.5390 -0.9650 -5.4941
C28 2.9110 -2.2283 -5.6194
C29 2.4840 -2.9305 -4.4796
C30 2.4821 -2.2662 -3.2540
C31 4.0890 -1.0903 -0.5963
C32 3.8963 -2.2359 0.1486
C33 4.9597 -2.7261 0.9195
C34 6.2131 -2.1005 0.8880
C35 6.3823 -0.9840 0.1104
C36 5.3509 -0.4819 -0.6461
H17 3.7715 0.7249 -4.1905
H18 3.9588 -0.4907 -6.3652
H19 2.8884 -2.7347 -6.6106
H20 2.0874 -3.9238 -4.5643
H21 2.1231 -2.7851 -2.3773
H22 2.9260 -2.7006 0.2167
H23 4.7816 -3.6446 1.4665
H24 7.0393 -2.4903 1.4475
H25 7.3120 -0.4626 0.1500
H26 5.5417 0.4031 -1.2398
C37 -3.3992 0.6914 5.8750
C38 -2.2888 -0.0392 5.5226
C39 -1.6872 0.2400 4.2612
C40 -2.2166 1.1972 3.4306
C41 -3.2753 1.9851 3.8541
C42 -3.8557 1.7443 5.0730
As1 -1.5596 1.3888 1.6058
C43 -3.1993 1.9367 0.7779
C44 -4.2903 1.1421 0.4986
C45 -5.3680 1.7572 -0.0948
C46 -5.3863 3.1056 -0.3582
C47 -4.3157 3.9304 -0.0417
C48 -3.1928 3.3114 0.5378
C49 -1.9121 4.0138 0.8532
C50 -1.6746 5.3923 0.6249
C51 -0.4820 5.9607 1.0196
C52 0.4953 5.1794 1.6494
C53 0.2614 3.8134 1.8558
C54 -0.9138 3.2341 1.4472
H27 -3.8411 0.4623 6.8316
H28 -1.8814 -0.8573 6.0770
H29 -0.8815 -0.3842 3.8937
H30 -3.7373 2.6882 3.1611
H31 -4.7469 2.2667 5.3677
H32 -4.2787 0.0922 0.6222
H33 -6.2419 1.1628 -0.3838
H34 -6.3061 3.4678 -0.7742
H35 -4.2618 4.9974 -0.2985
H36 -2.4138 6.0270 0.1582
H37 -0.2228 6.9775 0.7724
H38 1.4538 5.5647 1.9516
H39 0.9970 3.2645 2.3977

Results
Multiplicity ... 3
HOMO level (alpha / beta) ... -8.337 / -8.443 eV
Orbital gap (alpha / beta) ... 7.745 / 7.831 eV
LUMO level (alpha / beta) ... -0.59 / -0.61 eV

Atomic partial charges in e from the Mulliken method, atoms 1 to 8:
1 W 0.71
2 O -0.82
3 C 0.61
4 O 0.14
5 C 0.33
6 C -0.46
7 C -0.62
8 C -0.44

Entry 2:
Formula: C7H10N7O
Source: OMol25
Level of theory: the ωB97M-V functional and the def2-TZVPD basis

Atoms and positions in Å:
C1 -2.7962 1.8892 -0.4949
C2 -1.9158 1.1541 0.3553
C3 1.2773 -1.6833 -0.7940
C4 1.7415 1.7570 0.3821
C5 2.5325 -3.6137 -1.0490
C6 1.0541 -0.4535 -0.2948
C7 -0.5551 1.2328 0.7396
N1 -3.8580 1.1394 -0.7794
N2 -2.5487 -0.0335 0.5505
N3 2.5175 -2.3422 -0.7321
N4 -3.6331 0.0146 -0.1272
N5 2.0061 0.3682 0.1210
N6 0.3594 2.1055 0.2231
N7 -0.2560 0.7598 1.8960
O1 2.5936 2.5989 0.6902
H1 -2.8863 2.9802 -0.6423
H2 0.5300 -2.3331 -1.3040
H3 3.4853 -4.0944 -1.0862
H4 1.7276 -4.2751 -1.3584
H5 0.0082 -0.1907 -0.2686
H6 -4.2932 -0.7881 -0.1314
H7 2.9810 0.0241 0.0466
H8 0.1289 2.6793 -0.6036
H9 -0.8976 0.2059 2.3571
H10 0.6969 0.8987 2.3043

Results
SMILES ... C=N/C=C\NC(=O)NC(=[NH2+])c1cn[nH]n1
Energy relative to the best compared isomer or geometry (same formula, charge and spin) ... 238.7 kJ/mol
Total charge ... +1
HOMO level ... -11.847 eV
Orbital gap ... 7.152 eV
LUMO level ... -4.70 eV

Atomic partial charges in e from the Mulliken method, atoms 1 to 8:
1 C -0.30
2 C -0.11
3 C -0.04
4 C 0.14
5 C -0.23
6 C -0.30
7 C 0.51
8 N -0.49

Entry 3:
Formula: C2H14O4S
Source: OMol25
Level of theory: the ωB97M-V functional and the def2-TZVPD basis

Atoms and positions in Å:
C1 -1.6110 -0.0573 1.6297
S1 -2.1782 -0.5494 0.0128
C2 -1.0785 0.4438 -1.0515
H1 -2.3994 -0.0205 2.3802
H2 -1.2446 0.9644 1.5668
H3 -0.8454 -0.7015 2.0512
H4 -1.0325 0.1682 -2.0965
H5 -1.3807 1.4962 -1.0643
H6 -0.1193 0.4166 -0.5455
H7 2.2099 -0.7821 0.4398
H8 1.2716 -1.7038 -0.3842
O1 2.0278 -1.1081 -0.4464
H9 1.0461 -0.4965 2.3879
H10 1.9459 0.1519 3.4744
O2 1.7720 0.1192 2.5299
H11 0.8968 -2.3355 -4.2031
H12 1.5341 -1.1111 -3.4404
O3 1.0784 -1.3947 -4.2450
H13 0.5123 2.2197 1.3387
H14 1.7201 2.8105 0.6815
O4 0.9992 3.0475 1.2779

Results
SMILES ... CSC.O.O.O.O
Energy relative to the best compared isomer or geometry (same formula, charge and spin) ... 107.0 kJ/mol
HOMO level ... -8.865 eV
Orbital gap ... 9.035 eV
LUMO level ... 0.17 eV

Atomic partial charges in e from the Mulliken method, atoms 1 to 8:
1 C -0.59
2 S -0.10
3 C -0.59
4 H 0.36
5 H 0.13
6 H 0.08
7 H 0.31
8 H 0.31

no.,calculated total energy (Ha)
1,-6659.3524
2,-730.9435
3,-783.7125